# C9H15Br18ClIn

C9H15Br18ClIn as an isolated structure at a distorted geometry (the ωB97M-V functional and the def2-TZVPD basis, OMol25).

Positions of all 44 atoms, in Å:
C 1.9169 -2.1526 1.6235
C 1.6310 -0.5954 1.1515
Cl 1.4572 0.5492 2.6464
C 0.2032 -0.4302 0.2985
In -1.5485 -1.5305 1.2176
H 1.0620 -2.6280 2.2656
H 2.0342 -2.7902 0.6497
H 2.8968 -2.1217 2.2956
H 2.5491 -0.2541 0.4696
H 0.0108 0.7457 0.2292
H 0.4238 -0.7708 -0.8172
H -1.1401 -2.2842 2.8303
H -2.8826 -0.3635 1.5202
H -1.9699 -2.8897 0.1209
C 2.2810 -6.1245 1.5187
Br 1.3070 -5.2592 2.9633
Br 1.8460 -5.3513 -0.2125
Br 4.1988 -6.1373 1.8445
H 1.9541 -7.1693 1.4935
C -0.3563 4.1534 2.9889
Br 1.3286 5.0637 2.6473
Br -1.5386 5.2158 4.1104
Br -1.2271 3.5995 1.3399
H -0.1197 3.2418 3.5474
C -3.4905 -1.3113 5.9698
Br -3.6714 0.5373 6.5481
Br -3.1024 -1.4401 4.0679
Br -2.1885 -2.2810 7.0416
H -4.4603 -1.7932 6.1315
C 1.6026 1.4420 -3.5936
Br 1.8284 -0.4382 -3.1483
Br 0.2151 2.2791 -2.5174
Br 3.2832 2.4165 -3.4934
H 1.2691 1.4859 -4.6356
C -1.4781 5.7937 -3.7000
Br -1.0061 4.3064 -4.8616
Br -1.2957 5.3297 -1.8196
Br -0.4848 7.4053 -4.1475
H -2.5369 6.0120 -3.8742
C -0.1340 -0.7935 -6.4800
Br 1.5509 0.1168 -6.8216
Br -1.3163 0.2688 -5.3585
Br -1.0048 -1.3474 -8.1290
H 0.1026 -1.7052 -5.9215

Forces on atoms 1 to 2 (eV/Å):
C 0.3 1.1 0.4
C -0.8 -1.2 -1.7

Computed properties:
Frontier orbital gap: 6.2 eV
Spin multiplicity: 1
Charge: -1